# 1
The following is a quantum chemistry calculation of a cluster of 10 separate species, C32H62O13S in total, from the OMol25 dataset.

Structure (XYZ):
```
108
Properties=species:S:1:pos:R:3:forces:R:3
C 0.1965 -2.5758 2.4619 0.9 -1.1 -0.6
C 1.6541 -2.2489 2.7018 0.5 1.0 1.7
C 2.2364 -2.6678 4.0535 -1.1 -1.0 0.2
O 3.6011 -2.9319 3.7756 0.1 1.1 1.2
C 3.7988 -2.9825 2.4585 -0.2 -2.0 -0.1
O 4.7955 -3.3992 1.9646 0.1 0.8 -0.4
O 2.6244 -2.7978 1.8191 -0.5 0.4 -1.2
H -0.4353 -2.2084 3.2675 0.0 0.4 -0.1
H 0.0609 -3.6620 2.4583 0.0 0.0 -0.1
H -0.0570 -2.2088 1.4683 -0.4 0.2 0.2
H 1.7709 -1.1633 2.7242 0.1 0.0 -0.7
H 1.7960 -3.5985 4.4290 0.0 -0.1 -0.1
H 2.0311 -1.9275 4.8265 0.7 0.2 0.0
C -2.9277 6.1494 2.8651 0.2 0.1 -0.5
C -1.9227 5.1545 2.2853 -0.2 0.7 0.7
O -0.8105 5.5477 2.0238 0.0 -0.3 -0.2
C -2.3165 3.7116 2.2491 0.1 -0.3 -0.4
H -3.7151 5.7108 3.4750 0.1 -0.1 0.1
H -3.4092 6.6992 2.0506 0.0 -0.1 -0.1
H -2.3402 6.8932 3.3999 -0.2 0.0 0.2
H -1.6887 3.1414 1.5710 0.3 0.1 0.3
H -3.3328 3.5409 1.8893 -0.2 0.2 0.4
H -2.2126 3.3791 3.2855 -0.2 -0.3 -0.1
C 0.9344 6.8701 -0.4966 -0.2 -0.1 -1.2
C 1.7021 5.6097 -0.8919 -0.3 -0.1 0.8
O 2.3519 5.5287 -1.9015 0.1 0.1 -0.1
C 1.4947 4.3987 0.0184 0.7 -0.2 -0.2
H -0.0970 6.5093 -0.4557 -0.1 0.3 0.5
H 0.9768 7.5962 -1.3112 0.2 -0.2 -0.1
H 1.2320 7.4173 0.3938 0.0 -0.6 0.4
H 0.4693 4.2807 0.3544 0.0 0.2 0.0
H 2.1578 4.4642 0.8868 -0.2 0.3 0.1
H 1.8408 3.4947 -0.4857 -0.2 0.1 -0.3
C -2.3097 -3.6733 0.2859 1.2 0.8 -0.1
C -2.3785 -5.1146 0.7191 -0.7 0.6 1.0
O -3.3822 -5.5705 1.2235 0.0 0.0 -0.2
C -1.1691 -5.9675 0.5493 0.8 0.3 -0.2
H -2.4471 -2.8944 1.0416 -0.9 -0.6 0.4
H -2.9810 -3.4738 -0.5453 0.0 0.0 0.0
H -1.2821 -3.4003 0.0332 -0.1 -0.3 -0.8
H -1.3386 -6.5798 -0.3404 0.1 -0.5 0.4
H -0.9705 -6.4821 1.4882 -0.3 -0.6 -0.3
H -0.2613 -5.4066 0.3324 -0.2 0.3 0.0
C 2.1006 3.1821 3.7882 1.2 -0.9 -0.8
C 1.9622 1.8131 3.1311 -0.6 -0.1 -0.1
O 2.7492 1.3860 2.3189 0.1 0.2 0.0
C 0.7661 0.9521 3.5354 1.1 1.2 0.2
H 1.1941 3.7729 3.7026 0.0 0.1 0.1
H 2.9547 3.6128 3.2621 -0.3 0.5 0.1
H 2.4412 3.0455 4.8161 -0.4 0.0 0.2
H 0.1127 1.6214 4.0909 -0.5 -0.6 0.1
H 1.2405 0.1997 4.1658 -0.5 -0.2 0.2
H 0.3435 0.5162 2.6373 -0.3 -0.1 0.2
C 5.7803 -1.6638 -1.6204 -0.6 0.7 -1.1
C 5.8895 -0.8329 -2.9021 0.2 -0.7 -0.2
O 6.9636 -0.6725 -3.4258 -0.1 0.3 -0.3
C 4.6017 -0.2212 -3.4358 -0.2 1.0 0.9
H 6.0801 -0.9975 -0.8123 -0.1 -0.3 0.3
H 6.4318 -2.5257 -1.7069 0.1 0.0 0.2
H 4.7333 -1.9535 -1.5553 0.1 -0.3 0.6
H 3.7367 -0.5888 -2.8912 0.0 -0.3 -0.3
H 4.4040 -0.1620 -4.5021 0.5 -0.5 -0.1
H 4.6489 0.8305 -3.1188 0.1 0.0 0.0
C 1.6644 -4.2132 -3.1234 -0.7 -0.3 -0.4
C 2.7572 -4.6896 -2.2267 -0.4 -0.9 0.6
O 3.8464 -5.0313 -2.6165 0.2 0.3 -0.3
C 2.3543 -4.9185 -0.7795 0.2 0.3 0.5
H 0.9215 -5.0116 -3.2472 0.2 -0.2 0.2
H 2.0053 -4.0298 -4.1402 0.1 0.5 0.1
H 1.0391 -3.4340 -2.6825 0.4 0.4 -0.1
H 1.5753 -5.6759 -0.6865 -0.1 0.0 -0.3
H 1.9622 -4.0064 -0.3220 0.0 0.0 -0.1
H 3.1952 -5.2477 -0.1712 0.2 0.0 -0.2
C -2.3408 -3.0498 -3.2677 0.4 0.6 0.3
C -2.3416 -4.5225 -3.4749 -0.7 -0.8 -0.3
O -1.3977 -5.1230 -3.9347 0.2 0.2 0.0
C -3.5850 -5.3162 -3.0975 0.4 0.3 0.4
H -1.3790 -2.7603 -2.8388 0.0 0.1 0.0
H -3.1352 -2.7227 -2.6002 -0.1 0.0 -0.1
H -2.4511 -2.5237 -4.2175 0.0 -0.1 -0.1
H -4.5220 -4.7617 -3.0866 0.1 0.1 -0.4
H -3.4381 -5.6032 -2.0496 0.0 -0.3 -0.1
H -3.6014 -6.1961 -3.7331 -0.2 -0.1 0.1
C -0.0205 0.9795 -0.1047 -0.5 0.8 -1.2
C 0.4832 -0.2765 -0.7529 0.6 -0.9 1.3
O -0.1841 -1.2841 -0.8804 -0.5 0.3 -0.3
C 1.9769 -0.3457 -0.9698 -0.7 0.6 0.5
H 0.5643 1.3222 0.7443 0.2 -0.2 0.0
H -1.0877 0.9954 0.1097 0.0 -0.5 0.2
H 0.0780 1.7620 -0.8671 0.2 0.1 0.1
H 2.2315 -1.2006 -1.5849 0.1 0.1 -0.1
H 2.3397 -0.4807 0.0564 0.3 -0.1 -0.1
H 2.3592 0.6230 -1.2891 0.2 -0.2 -0.3
C -5.3473 4.2678 -1.2254 -1.1 0.4 -0.3
C -5.3668 2.9115 -0.4890 -0.1 -1.0 -1.4
C -4.1063 2.1101 -0.8623 1.1 0.7 0.4
S -2.9219 3.3629 -1.4897 0.2 0.0 -1.0
O -2.7370 3.0995 -2.9028 -0.2 0.2 0.6
O -1.7532 3.4816 -0.6508 -0.1 0.0 0.0
C -3.9406 4.8344 -1.2586 -0.7 -0.9 1.3
H -6.1258 4.8768 -0.7557 0.6 0.5 0.3
H -5.7141 4.2907 -2.2578 0.1 -1.0 0.0
H -6.2433 2.3559 -0.8254 -0.1 0.0 0.1
H -5.4479 2.9755 0.5934 0.1 0.4 0.0
H -4.0876 1.3637 -1.6540 -0.7 0.2 -0.2
H -3.6242 1.6263 -0.0120 -0.1 0.2 0.1
H -3.8006 5.5830 -2.0279 0.4 0.0 0.1
H -3.7285 5.1266 -0.2264 0.5 0.6 -0.3
```
Forces are in eV/Å.

Calculated values
Max |F|   0.0401 hartree/bohr


# 2
The following is a quantum chemistry calculation of a cluster of 2 separate species, C6H7FN2O2 in total, from the OMol25 dataset.

Structure (XYZ):
```
18
Properties=species:S:1:pos:R:3:forces:R:3
C 1.3862 -1.9808 -0.5583 0.4 -0.9 0.1
N 1.7714 -0.9975 -1.6887 -0.3 1.2 -0.4
O 1.0803 -1.0258 -2.7167 1.2 0.0 1.7
O 2.7251 -0.2372 -1.4706 -1.6 -1.4 -0.4
H 2.2540 -2.0991 0.0971 0.6 -0.7 -1.3
H 0.8039 -2.7936 -1.0021 1.4 -0.4 -0.7
F 0.5068 -1.5598 0.3406 -0.7 1.8 -0.3
N -0.9776 -0.9731 1.9180 1.5 -0.8 -1.4
C -0.4253 -0.4286 2.9805 -3.3 0.6 1.9
C -1.3539 -0.0313 4.0183 0.9 -0.5 -1.2
C -2.7263 -0.2876 3.7882 -0.8 0.3 0.9
C -3.2012 -0.9202 2.6145 1.2 -0.3 -0.9
C -2.2177 -1.2874 1.6202 -1.6 1.4 3.0
H 0.6670 -0.2718 3.1096 -0.8 -0.2 -0.5
H -0.9471 0.4397 4.9264 -0.6 -0.2 -0.4
H -3.4835 0.0135 4.5950 1.2 -0.5 -1.3
H -4.2583 -1.1539 2.4148 0.5 0.3 0.5
H -2.5275 -1.8021 0.6834 0.7 0.5 0.6
```
Forces are in eV/Å.

Calculated values
Max |F|   0.0743 hartree/bohr


# 3
The following is a quantum chemistry calculation of a cluster of 10 separate species, C51H53F7O3 in total, from the OMol25 dataset.

Structure (XYZ):
```
114
Properties=species:S:1:pos:R:3:forces:R:3
F -1.0987 -4.1089 -6.3403 0.1 0.6 0.8
C -1.4855 -3.4019 -5.2244 -1.5 0.3 -1.8
C -2.7562 -2.7988 -5.3012 0.2 -0.3 1.2
C -3.3083 -2.2209 -4.1451 1.1 0.4 0.4
C -2.5124 -2.1774 -2.9855 1.0 0.0 0.2
C -1.1945 -2.6881 -3.0112 -1.8 0.5 0.8
C -0.6741 -3.2749 -4.1420 1.2 -0.4 0.5
H -3.3207 -2.8309 -6.2108 -0.1 -0.2 -0.4
H -4.2695 -1.7099 -4.1263 0.1 -0.3 -0.3
H -2.7715 -1.6986 -2.0188 -0.5 -0.5 -1.1
H -0.6930 -2.6764 -2.0463 0.5 0.1 -0.4
H 0.3555 -3.6227 -4.1288 -0.2 -0.2 -0.2
F -3.1976 -0.0607 6.1728 0.6 -0.2 -1.0
C -2.3230 -0.3979 5.1565 0.7 -1.0 1.3
C -1.6882 -1.6618 5.2162 -0.6 1.7 -1.4
C -0.8282 -1.9792 4.1771 0.2 -0.5 0.0
C -0.4495 -1.0962 3.1567 -1.9 0.2 2.3
C -0.9986 0.1624 3.2418 -0.9 0.3 0.3
C -1.9604 0.5198 4.2040 0.5 -0.5 0.1
H -1.9362 -2.4057 5.9248 -0.3 -0.4 0.8
H -0.4856 -3.0023 4.1820 0.3 -0.1 -0.2
H 0.0826 -1.4065 2.3255 1.3 -0.5 -1.3
H -0.7712 0.9119 2.5278 0.3 0.6 -0.7
H -2.3689 1.5049 4.2324 -0.3 0.4 -0.1
F 1.9056 0.8525 2.1930 -1.3 -0.2 -0.9
C 2.8684 1.0072 3.0725 1.9 -1.0 -1.3
C 2.6066 1.4020 4.3180 -0.8 1.1 2.5
C 3.6309 1.6836 5.2279 0.8 -0.6 0.0
C 4.9517 1.4297 4.8178 -0.8 -0.4 -0.5
C 5.2047 0.8750 3.5448 0.2 -0.9 0.5
C 4.1511 0.6378 2.6849 0.6 0.2 -1.5
H 1.5812 1.4797 4.6326 -0.3 0.2 0.0
H 3.3847 1.9704 6.2752 0.3 -0.1 -1.0
H 5.7709 1.5228 5.4865 0.5 0.3 0.6
H 6.1762 0.3937 3.2712 -0.7 1.1 0.4
H 4.3615 0.2414 1.6507 -0.5 0.3 1.3
F -3.5736 3.8275 0.2775 0.5 0.6 0.3
C -3.1949 4.0414 1.5712 1.4 -1.0 0.5
C -1.8350 4.1982 1.9364 -1.0 -1.1 -1.2
C -1.4648 4.0920 3.2550 -0.7 0.4 1.1
C -2.4481 3.9790 4.2779 0.7 0.2 -0.9
C -3.7677 3.8381 3.8865 -0.6 -0.3 0.0
C -4.1157 3.7751 2.5308 -1.1 0.5 -0.1
H -1.1105 4.0757 1.1555 0.4 0.5 -0.2
H -0.4157 4.1082 3.5336 -0.1 0.0 -0.2
H -2.1033 3.9678 5.3118 -0.4 -0.1 -0.2
H -4.6039 3.6858 4.5688 0.5 0.1 0.2
H -5.1235 3.5519 2.1518 0.3 0.1 0.6
F 3.8360 -1.3885 -4.0435 0.5 0.4 0.3
C 3.2401 -2.2810 -4.8348 -0.4 -1.6 0.4
C 2.5775 -1.8470 -5.9378 -0.9 0.4 -1.6
C 1.9319 -2.7576 -6.8071 1.2 -0.2 0.6
C 2.0239 -4.1043 -6.5201 0.0 -0.3 -0.3
C 2.6072 -4.5317 -5.3216 0.3 -0.2 0.4
C 3.2565 -3.6403 -4.4687 -0.5 0.8 -0.8
H 2.6142 -0.7962 -6.1920 -0.1 0.1 0.1
H 1.5019 -2.5081 -7.7687 0.0 0.6 0.2
H 1.7111 -4.7931 -7.3165 -0.2 0.0 0.8
H 2.5565 -5.5769 -5.0114 0.2 0.2 -0.3
H 3.7753 -3.9376 -3.5752 -0.1 -0.2 0.3
F -6.3431 0.4872 2.1850 -1.3 1.4 0.1
C -5.4332 -0.2580 1.5976 1.5 0.2 -0.4
C -4.6212 0.2182 0.5706 -1.9 0.1 0.8
C -3.6309 -0.6093 0.2006 2.3 -1.3 -1.2
C -3.4215 -1.8710 0.7689 -0.7 -0.4 0.1
C -4.2873 -2.3629 1.7336 -0.1 1.3 0.3
C -5.2403 -1.4612 2.1817 -0.9 -0.8 0.7
H -4.8865 1.0953 0.0310 0.2 0.8 -0.1
H -2.9265 -0.3274 -0.5976 -0.5 0.1 0.4
H -2.6558 -2.5053 0.3935 0.7 -0.3 -0.3
H -4.2648 -3.3056 2.2465 0.5 -0.4 -0.3
H -5.9511 -1.6157 2.9924 0.3 -0.6 0.0
F -3.5003 1.6723 -3.4383 0.4 -0.2 0.1
C -2.1506 1.8206 -3.5225 -0.5 0.3 -1.1
C -1.5480 2.7551 -2.7100 -1.1 -1.0 -0.5
C -0.2186 3.0150 -2.9011 0.0 0.7 0.5
C 0.5407 2.3227 -3.8237 -0.4 -0.8 0.4
C -0.0979 1.3088 -4.5472 1.2 0.0 -0.2
C -1.4627 1.1436 -4.5194 -0.3 0.4 1.3
H -2.1973 3.1958 -1.9826 0.1 0.6 0.5
H 0.1401 3.7593 -2.2200 0.9 0.3 0.0
H 1.6103 2.4554 -3.8515 0.1 0.0 -0.2
H 0.4927 0.5663 -5.0791 0.0 0.4 -0.4
H -1.9709 0.5029 -5.1904 -0.4 -0.8 -0.4
C 3.2799 -3.3533 1.7174 1.1 -1.0 -0.8
C 2.6861 -4.2320 0.6578 0.4 0.6 -1.8
O 3.1705 -4.3277 -0.4630 -0.1 0.2 0.9
C 1.4911 -4.9867 1.0517 -1.0 -1.8 0.1
H 3.4907 -3.8872 2.6143 0.2 -0.8 0.7
H 2.6699 -2.5739 2.0170 -1.7 1.6 0.3
H 4.1889 -2.9230 1.3617 0.7 0.2 -0.4
H 1.0315 -5.6725 0.2967 1.1 0.4 0.4
H 0.6391 -4.3817 1.3039 -0.1 0.8 0.6
H 1.8329 -5.5365 1.9470 -0.7 -0.1 -0.2
C 2.0165 5.9560 2.4636 0.3 -0.5 -0.4
C 2.0078 4.9971 1.2951 -1.3 0.3 0.5
O 1.0686 4.2294 1.2154 0.5 -0.2 -0.3
C 3.0996 4.9806 0.3009 1.7 -1.9 0.1
H 1.0384 5.9455 2.8971 -0.6 0.2 0.2
H 2.3383 6.9524 2.2190 0.2 0.4 -0.2
H 2.6874 5.5504 3.1994 0.5 -0.1 0.4
H 2.8586 4.1461 -0.4456 0.6 1.5 0.8
H 4.0505 4.7033 0.8839 -1.2 0.0 -0.8
H 3.3841 5.9469 -0.1015 -0.4 0.1 -0.4
C 0.0460 0.2082 -0.9775 -2.6 1.0 -0.2
C 1.0778 -0.7960 -0.7058 -0.2 -0.5 0.1
O 0.8829 -1.6623 0.1129 -0.2 -0.7 0.8
C 2.3024 -0.8082 -1.5147 0.7 1.2 -0.6
H -0.5584 0.1214 -1.9203 0.8 -0.7 0.5
H 0.3942 1.2089 -1.1167 0.8 0.7 0.2
H -0.7302 0.2365 -0.1821 0.7 -0.2 -0.2
H 3.0440 -0.0174 -1.2401 -0.5 -0.7 0.0
H 2.0111 -0.5903 -2.5262 -0.1 0.4 -0.7
H 2.7092 -1.7897 -1.5508 0.7 -0.7 0.4
```
Forces are in eV/Å.

Calculated values
Max |F|   0.0572 hartree/bohr


# 4
The following is a quantum chemistry calculation of a cluster of 3 separate species, C13H35FO14P4S2 in total, from the OMol25 dataset.

Structure (XYZ):
```
69
Properties=species:S:1:pos:R:3:forces:R:3
O -4.4392 -7.4089 3.3274 1.8 0.1 -5.2
S -3.7768 -7.2967 1.9221 2.0 3.0 4.9
O -2.7293 -6.1625 1.7950 -3.5 -3.9 -0.1
C -2.9065 -8.9597 1.5612 -0.6 -0.9 -2.6
O -1.4906 -8.8567 1.8747 -0.6 -1.4 2.4
P -0.9486 -9.7693 3.2214 -1.5 -3.8 3.0
O -1.9389 -10.8275 3.8348 3.3 4.1 -2.9
O 0.4592 -10.7031 2.6649 -5.3 -0.1 1.4
F 1.4764 -9.8774 2.4760 3.1 2.3 -0.7
O -0.3330 -8.8245 4.5791 -1.6 0.9 -3.8
P -0.2874 -7.1265 4.2078 1.8 1.2 -0.2
S 0.8635 -6.6692 2.6834 -0.9 -0.5 0.8
H -4.7133 -7.0972 0.8791 0.7 -0.5 0.9
H -2.9841 -9.0642 0.3729 0.4 0.3 2.5
H -3.4846 -9.8750 1.9916 1.2 1.9 -0.1
H 0.3443 -6.4775 5.3667 -1.0 -1.3 -0.6
H -1.6155 -6.5069 4.1271 0.8 -1.2 0.3
O 1.4025 -2.1610 3.5265 -4.3 -1.8 -0.7
P 0.7503 -1.6543 2.2169 8.1 4.6 -1.3
O 2.0377 -2.0603 1.2545 -0.8 -0.6 -0.1
C 2.2030 -3.4153 0.8907 0.3 -0.4 -0.4
C 1.2094 -3.8113 -0.1822 -0.1 -0.1 -0.2
O 1.2321 -0.0806 2.4884 -1.6 -0.1 0.0
C 1.2870 0.4421 3.8089 0.3 0.2 0.4
C 2.7304 0.4941 4.2757 0.2 -0.1 0.0
O 0.0216 -1.0881 0.7536 -1.2 -2.0 2.2
C -0.6401 0.1652 0.6974 -0.7 0.6 -0.2
C 0.2537 1.1732 -0.0153 0.3 -0.1 -0.1
H 2.1128 -4.0587 1.7694 0.0 0.0 0.0
H 3.2221 -3.5239 0.5023 -0.1 0.2 0.1
H 0.1897 -3.7982 0.2122 0.0 -0.1 0.0
H 1.4219 -4.8172 -0.5557 -0.1 0.1 0.1
H 1.2403 -3.1067 -1.0211 0.1 -0.1 0.2
H 0.6560 -0.1320 4.4966 0.3 0.0 -0.1
H 0.8785 1.4571 3.7807 0.0 0.0 -0.2
H 3.2085 -0.4889 4.2201 -0.2 0.1 0.1
H 2.7966 0.8569 5.3049 0.0 0.0 -0.1
H 3.3137 1.1596 3.6303 -0.1 0.0 0.1
H -0.9375 0.5102 1.6912 0.2 0.0 -0.1
H -1.5561 0.0285 0.1146 0.0 -0.1 0.1
H 1.2130 1.2964 0.4880 -0.2 0.0 0.1
H -0.2326 2.1512 -0.0768 0.0 -0.1 0.0
H 0.4822 0.8291 -1.0298 -0.2 0.0 0.1
O 0.1529 5.0993 -1.6031 -4.3 -1.9 -0.7
P -0.4992 5.6061 -2.9127 8.1 4.7 -1.3
O 0.7881 5.2001 -3.8751 -0.8 -0.7 -0.1
C 0.9534 3.8451 -4.2388 0.3 -0.4 -0.4
C -0.0402 3.4490 -5.3118 -0.1 -0.1 -0.2
O -0.0174 7.1798 -2.6411 -1.6 -0.2 -0.1
C 0.0374 7.7025 -1.3207 0.3 0.2 0.4
C 1.4808 7.7544 -0.8539 0.2 -0.1 0.0
O -1.2280 6.1722 -4.3760 -1.2 -2.0 2.2
C -1.8897 7.4255 -4.4322 -0.7 0.6 -0.2
C -0.9959 8.4336 -5.1449 0.3 -0.1 -0.1
H 0.8632 3.2017 -3.3601 0.0 0.0 0.1
H 1.9725 3.7364 -4.6273 -0.1 0.1 0.2
H -1.0599 3.4621 -4.9174 0.0 -0.1 0.0
H 0.1723 2.4431 -5.6853 0.0 0.1 0.1
H -0.0093 4.1536 -6.1506 0.1 -0.1 0.2
H -0.5936 7.1283 -0.6330 0.3 0.0 -0.1
H -0.3711 8.7175 -1.3489 0.0 0.0 -0.2
H 1.9589 6.7714 -0.9094 -0.2 0.1 0.1
H 1.5471 8.1173 0.1753 0.0 0.0 -0.1
H 2.0641 8.4199 -1.4993 -0.1 0.0 0.1
H -2.1871 7.7705 -3.4384 0.2 0.0 -0.1
H -2.8057 7.2888 -5.0150 0.0 -0.1 0.1
H -0.0366 8.5567 -4.6416 -0.2 0.0 0.1
H -1.4822 9.4115 -5.2064 -0.1 -0.2 0.0
H -0.7674 8.0894 -6.1594 -0.2 0.0 0.1
```
Forces are in eV/Å.

Calculated values
Max |F|   0.1842 hartree/bohr


no.,DFT total energy (Eh),frontier orbital gap (eV)
1,-2632.72554,8.72
2,-592.50708,8.48
3,-2899.85814,9.26
4,-3831.06419,7.25